1.
Density functional theory data (ωB97M-V/def2-TZVPD) for one molecule with the formula C4H9BO3 in a non-equilibrium geometry.

SMILES   CC(C)=COB(O)O
Charge   0
Total energy   -11114.2544 eV
HOMO-LUMO gap   9.8 eV
Multiplicity   1

```
17
C4H9BO3, DFT ωB97M-V/def2-TZVPD
B 1.53 1.54 1.15
C -0.43 -0.13 0.56
C -0.79 -0.70 -0.57
C -2.00 -1.62 -0.56
C -0.14 -0.61 -1.90
O 1.16 1.41 2.51
O 2.54 2.35 0.82
O 0.88 0.94 0.20
H -0.88 -0.11 1.48
H -1.64 -2.34 0.11
H -2.95 -1.19 -0.12
H -2.25 -1.94 -1.51
H 0.22 -1.62 -2.08
H -0.86 -0.54 -2.76
H 0.72 0.05 -1.91
H 1.62 2.10 3.08
H 3.27 2.40 1.49
```

=====

2.
Density functional theory data (ωB97M-V/def2-TZVPD) for C2H3I3O as an isolated structure in a non-equilibrium geometry.

Charge   0
Total energy   -28470.5016 eV
HOMO-LUMO gap   8.9 eV
Multiplicity   1

```
9
C2H3I3O, DFT ωB97M-V/def2-TZVPD
C 0.55 -0.47 -0.02
C -0.56 0.50 -0.70
O 0.27 -0.08 1.51
I 2.57 -0.10 -0.52
I -0.49 2.47 0.16
I -2.50 -0.56 -0.45
H 0.32 -1.43 -0.22
H -0.29 0.58 -1.79
H 0.12 -0.90 2.02
```

=====

3.
Density functional theory data (ωB97M-V/def2-TZVPD) for one molecule with the formula C25H26ClN3O2.

SMILES   COc1ccccc1N1CCN(C(=O)c2ccc3c(Cl)c4c(nc3c2)CCCC4)CC1
Charge   0
Total energy   -47435.6676 eV
HOMO-LUMO gap   8.2 eV
Multiplicity   1

```
57
C25H26ClN3O2, DFT ωB97M-V/def2-TZVPD
C -5.78 -1.63 1.46
H -4.72 -1.57 1.68
H -6.08 -2.67 1.37
H -6.35 -1.16 2.27
O -6.09 -1.03 0.22
C -5.67 0.29 0.11
C -6.66 1.27 0.03
C -6.32 2.60 -0.07
C -4.99 2.97 -0.09
C -4.00 2.00 -0.05
C -4.31 0.64 0.04
N -3.33 -0.36 0.10
C -3.38 -1.38 -0.93
H -4.42 -1.65 -1.12
C -2.60 -2.62 -0.47
N -1.25 -2.23 -0.14
C -0.20 -2.78 -0.80
O -0.34 -3.67 -1.62
C 1.15 -2.23 -0.48
C 1.50 -0.95 -0.83
C 2.81 -0.47 -0.60
N 3.10 0.80 -0.95
C 4.30 1.25 -0.75
C 5.35 0.48 -0.17
C 5.07 -0.81 0.20
C 3.77 -1.34 -0.01
C 3.39 -2.66 0.31
C 2.11 -3.09 0.08
H 1.83 -4.10 0.31
H 4.12 -3.32 0.74
Cl 6.29 -1.81 0.91
C 6.65 1.18 0.01
C 6.40 2.52 0.73
C 5.34 3.38 0.02
C 4.65 2.65 -1.14
H 5.33 2.60 -1.99
H 3.75 3.17 -1.44
H 4.58 3.68 0.74
H 5.79 4.29 -0.37
H 7.35 3.06 0.80
H 6.08 2.30 1.75
H 7.35 0.57 0.60
H 7.11 1.37 -0.96
H 0.80 -0.27 -1.29
C -1.20 -1.20 0.87
H -0.16 -0.94 1.09
C -1.97 0.03 0.39
H -1.97 0.78 1.19
H -1.46 0.45 -0.49
H -1.67 -1.59 1.78
H -2.56 -3.36 -1.26
H -3.08 -3.05 0.41
H -2.93 -1.01 -1.86
H -2.97 2.31 -0.10
H -4.71 4.01 -0.17
H -7.10 3.35 -0.12
H -7.69 0.95 0.07
```

=====

4.
Density functional theory data (ωB97M-V/def2-TZVPD) for one molecule with the formula C4H8FNO in a non-equilibrium geometry.

SMILES   O[C@@H]1CNC[C@@H]1F
Charge   0
Total energy   -10531.7871 eV
HOMO-LUMO gap   9.9 eV
Multiplicity   1

```
15
C4H8FNO, DFT ωB97M-V/def2-TZVPD
C 0.88 -0.65 -0.08
C 0.31 0.08 -1.33
C -1.16 0.67 0.46
C -0.28 -0.48 0.97
H 2.18 -0.10 1.20
H 1.25 -1.69 -0.23
H 1.14 0.70 -1.74
H -0.20 -0.58 -2.09
H -1.65 0.59 -1.43
H -2.23 0.48 0.60
H -0.89 1.51 1.15
H -0.79 -1.44 1.04
N -0.86 0.89 -0.93
O 2.04 0.07 0.26
F 0.27 -0.05 2.16
```

=====

5.
Density functional theory data (ωB97M-V/def2-TZVPD) for C11H18AsN3O4SSeSr as an isolated structure in a non-equilibrium geometry.

Charge   0
Total energy   -162214.3682 eV
HOMO-LUMO gap   7.5 eV
Multiplicity   1

```
40
C11H18AsN3O4SSeSr, DFT ωB97M-V/def2-TZVPD
Sr 0.24 1.41 0.84
O 2.03 4.71 1.02
S 1.43 3.73 0.11
O 1.41 4.05 -1.28
O 2.12 2.36 0.32
O -0.05 3.55 0.62
C -3.71 -1.61 -2.17
C -3.20 -0.39 -1.41
As -1.33 -0.45 -0.83
C -1.25 -2.25 -0.06
C -1.85 -2.28 1.34
C -0.44 -0.84 -2.53
C -0.62 0.30 -3.54
H -4.70 -1.42 -2.57
H -3.78 -2.48 -1.52
H -3.05 -1.87 -3.00
H -3.78 -0.23 -0.50
H -3.28 0.51 -2.01
H -0.18 -2.47 -0.01
H -1.74 -2.95 -0.73
H -1.36 -1.57 2.00
H -1.76 -3.27 1.79
H -2.92 -2.03 1.32
H -0.80 -1.79 -2.92
H 0.62 -0.93 -2.27
H -1.65 0.37 -3.87
H 0.01 0.15 -4.42
H -0.34 1.26 -3.10
Se 1.22 3.26 3.02
N 2.90 2.75 3.22
C 2.94 1.44 2.91
C 4.11 0.68 2.62
C 3.94 -0.56 2.08
C 2.63 -1.05 1.80
N 1.52 -0.43 2.09
C 1.69 0.79 2.74
N 0.60 1.58 3.05
H 5.08 1.13 2.73
H 4.79 -1.16 1.81
H 2.52 -2.01 1.29
```

=====

6.
Density functional theory data (ωB97M-V/def2-TZVPD) for a 13-piece molecular cluster, C21H68O13 overall in a non-equilibrium geometry.

Charge   0
Total energy   -49492.7285 eV
HOMO-LUMO gap   9.7 eV
Multiplicity   1

```
102
C21H68O13, DFT ωB97M-V/def2-TZVPD
C 1.25 0.64 6.13
C 1.34 1.27 4.72
O 2.62 0.99 4.19
H 1.83 1.20 6.86
H 1.55 -0.40 6.01
H 0.23 0.67 6.53
H 1.14 2.34 4.76
H 0.61 0.79 4.07
H 2.68 1.44 3.34
C -1.29 -4.57 -1.03
C -0.08 -3.83 -1.52
O 0.95 -4.08 -0.59
H -1.64 -4.21 -0.06
H -1.13 -5.64 -0.91
H -2.10 -4.52 -1.75
H -0.20 -2.75 -1.64
H 0.20 -4.25 -2.49
H 1.79 -4.02 -1.03
C 2.79 1.52 -3.33
C 3.25 1.32 -4.72
O 3.87 0.05 -4.87
H 2.55 2.58 -3.23
H 3.56 1.26 -2.60
H 1.90 0.96 -3.04
H 4.07 1.96 -5.02
H 2.45 1.37 -5.46
H 4.12 -0.06 -5.79
C -0.78 3.15 -3.73
C -0.84 2.93 -2.26
O -1.65 1.81 -2.08
H -1.77 2.99 -4.14
H 0.00 2.52 -4.15
H -0.50 4.18 -3.92
H -1.23 3.80 -1.72
H 0.18 2.78 -1.90
H -1.53 1.42 -1.21
C -4.08 -2.12 -2.57
C -3.24 -0.86 -2.27
O -2.70 -0.33 -3.47
H -4.79 -1.87 -3.35
H -4.63 -2.48 -1.70
H -3.44 -2.96 -2.83
H -2.49 -1.07 -1.52
H -3.95 -0.16 -1.82
H -2.43 0.56 -3.26
C 0.43 -0.54 0.34
C -0.23 0.65 1.02
O -1.54 0.83 0.42
H -0.20 -1.42 0.44
H 1.42 -0.79 0.73
H 0.60 -0.31 -0.71
H 0.28 1.61 0.87
H -0.36 0.48 2.09
H -2.08 0.17 0.86
C -4.90 1.88 0.36
C -5.06 2.76 -0.89
O -5.93 3.84 -0.62
H -4.18 1.09 0.13
H -5.89 1.49 0.59
H -4.69 2.42 1.29
H -5.46 2.22 -1.75
H -4.07 3.13 -1.19
H -6.79 3.60 -0.99
C 0.52 -2.42 3.60
C 1.35 -3.45 2.82
O 0.49 -4.31 2.10
H -0.07 -2.85 4.41
H -0.11 -1.86 2.90
H 1.19 -1.65 3.96
H 1.87 -4.10 3.52
H 2.06 -2.90 2.20
H 0.64 -4.23 1.15
C -3.54 -2.46 1.77
O -3.15 -1.11 1.75
H -2.88 -3.16 2.28
H -4.52 -2.58 2.24
H -3.71 -2.75 0.73
H -2.98 -0.81 2.64
C 3.38 -2.10 -2.37
O 3.35 -3.47 -2.06
H 4.13 -1.68 -1.70
H 3.48 -1.91 -3.44
H 2.45 -1.58 -2.17
H 4.24 -3.83 -1.96
C -1.18 4.45 1.02
O -1.62 5.75 0.67
H -1.32 4.20 2.07
H -1.87 3.75 0.54
H -0.15 4.23 0.77
H -2.56 5.75 0.84
C 3.34 1.98 0.44
O 3.25 2.40 1.84
H 3.72 2.88 -0.04
H 3.90 1.10 0.15
H 2.33 1.88 0.03
H 4.10 2.77 2.09
C 4.69 -0.88 2.26
O 6.00 -1.39 2.27
H 4.10 -1.36 1.48
H 4.20 -0.87 3.23
H 4.80 0.17 1.98
H 6.28 -1.06 1.41
```

=====

7.
Density functional theory data (ωB97M-V/def2-TZVPD) for C5H6KMgO4 as an isolated structure in a non-equilibrium geometry.

Charge   -1
Total energy   -35243.1148 eV
HOMO-LUMO gap   4.1 eV
Multiplicity   1

```
17
C5H6KMgO4, DFT ωB97M-V/def2-TZVPD
C -0.81 -1.32 -0.04
C -0.41 -0.85 1.37
C 0.80 0.04 1.29
C 0.64 1.38 1.38
O 1.51 2.29 1.04
O -0.79 -0.23 -0.95
Mg -1.96 1.64 -1.35
K 1.78 2.32 -1.18
H -1.84 -1.70 -0.04
H -0.07 -2.07 -0.37
H -0.25 -1.75 1.98
H -1.26 -0.28 1.79
H 1.75 -0.40 0.97
H -0.36 1.76 1.67
O 0.16 0.83 -2.69
O 0.93 -1.29 -2.52
C 0.18 -0.38 -2.35
```

=====

8.
Density functional theory data (ωB97M-V/def2-TZVPD) for C41H62AsKN5PS2Si as an isolated structure.

Charge   -2
Total energy   -166976.7081 eV
HOMO-LUMO gap   5.4 eV
Multiplicity   1

```
114
C41H62AsKN5PS2Si, DFT ωB97M-V/def2-TZVPD
K 0.73 0.36 0.90
S 3.26 0.95 -0.61
C 3.50 2.38 0.33
S 2.33 2.94 1.49
C 4.69 3.12 0.19
C 4.96 4.30 0.95
N 5.24 5.26 1.52
C 5.73 2.74 -0.72
N 6.61 2.50 -1.42
C 0.62 -2.85 -0.34
Si -0.12 -3.02 -1.94
C -0.01 -1.40 -2.94
N -0.32 -0.17 -2.21
C -1.75 0.06 -1.99
C -2.38 1.07 -2.96
C -1.72 0.99 -4.33
C -0.22 1.33 -4.21
C 0.30 1.01 -2.80
C 0.48 -4.33 -3.22
C 1.28 -4.05 -4.33
C 1.72 -5.05 -5.19
C 1.37 -6.37 -4.96
C 0.58 -6.68 -3.86
C 0.15 -5.67 -3.01
C -1.96 -3.54 -1.80
C -2.50 -3.89 -0.56
C -3.83 -4.26 -0.42
C -4.66 -4.28 -1.53
C -4.15 -3.94 -2.78
C -2.81 -3.58 -2.90
H 1.54 -2.27 -0.38
H 0.76 -3.76 0.25
H -0.57 -1.50 -3.88
H 1.05 -1.33 -3.24
H -1.92 0.39 -0.95
H -2.27 -0.90 -2.08
H -2.24 2.09 -2.57
H -3.46 0.91 -3.02
H -2.21 1.66 -5.04
H -1.85 -0.02 -4.73
H -0.05 2.39 -4.42
H 0.35 0.78 -4.96
H 0.13 1.85 -2.13
H 1.39 0.88 -2.79
H 1.57 -3.02 -4.54
H 2.34 -4.79 -6.05
H 1.72 -7.15 -5.63
H 0.30 -7.71 -3.67
H -0.48 -5.94 -2.16
H -1.85 -3.84 0.32
H -4.22 -4.53 0.56
H -5.70 -4.57 -1.43
H -4.80 -3.95 -3.65
H -2.43 -3.33 -3.89
N -0.78 1.15 3.05
C -1.09 0.24 4.15
C -2.02 -0.89 3.69
C -1.44 -1.81 2.62
N -1.45 -1.22 1.28
H -0.12 1.88 3.31
H -1.63 1.60 2.71
H -1.54 0.74 5.02
H -0.15 -0.20 4.48
H -2.96 -0.47 3.33
H -2.27 -1.48 4.58
H -1.97 -2.78 2.66
H -0.39 -2.03 2.88
H -2.37 -1.31 0.88
H -0.81 -1.78 0.67
C -0.17 4.46 -1.08
As -0.80 3.34 0.39
C -0.65 4.70 1.80
C -2.80 3.55 0.13
C -3.30 4.89 -0.30
C -3.68 5.86 0.63
C -4.11 7.11 0.22
C -4.17 7.43 -1.13
C -3.80 6.47 -2.07
C -3.38 5.22 -1.66
H -0.60 5.46 -1.03
H -0.41 4.00 -2.03
H 0.92 4.51 -0.97
H -1.09 5.64 1.47
H 0.41 4.84 2.02
H -1.16 4.35 2.70
H -3.23 3.25 1.09
H -3.07 2.78 -0.60
H -3.63 5.62 1.68
H -4.39 7.85 0.96
H -4.50 8.41 -1.45
H -3.84 6.70 -3.13
H -3.08 4.48 -2.39
C 2.71 -0.08 5.91
C 2.80 -1.37 5.09
P 2.61 -1.02 3.28
C 3.00 -2.65 2.49
C 3.78 -3.69 3.29
C 4.11 -0.01 2.94
C 5.47 -0.55 3.37
H 2.71 -0.28 6.98
H 1.82 0.49 5.67
H 3.57 0.57 5.70
H 1.99 -2.05 5.38
H 3.73 -1.88 5.30
H 3.54 -2.39 1.57
H 2.06 -3.07 2.14
H 4.75 -3.32 3.63
H 3.96 -4.58 2.68
H 3.23 -4.01 4.17
H 3.92 0.98 3.35
H 4.09 0.16 1.86
H 5.53 -0.73 4.44
H 6.25 0.16 3.11
H 5.71 -1.49 2.86
```

=====

9.
Density functional theory data (ωB97M-V/def2-TZVPD) for a 2-piece molecular cluster, C22H38F2N2O6S overall in a non-equilibrium geometry.

SMILES   CCCCCCC[C@@H]1[C@@H](F)OS(=O)(=O)[C@@H](C[C@H](C)F)[C@@]1(COCCOCC)OC#N.CC#N
Charge   0
Total energy   -54963.0572 eV
HOMO-LUMO gap   10.3 eV
Multiplicity   1

```
71
C22H38F2N2O6S, DFT ωB97M-V/def2-TZVPD
C -2.30 4.49 1.27
C -2.45 3.30 0.32
C -1.73 3.49 -1.01
C -0.24 3.18 -0.95
C 0.35 2.97 -2.36
C 1.30 1.77 -2.45
C 0.51 0.49 -2.24
C 1.41 -0.77 -2.31
C 1.08 -1.61 -3.54
F 2.24 -2.03 -4.13
O 0.30 -2.76 -3.30
S -0.87 -2.59 -2.24
O -1.49 -3.86 -2.10
O -1.76 -1.53 -2.62
C -0.01 -2.08 -0.72
C -0.07 -3.24 0.26
C -1.34 -3.23 1.10
C -1.67 -4.57 1.70
F -2.42 -2.75 0.37
C 1.42 -1.60 -1.01
C 1.96 -0.71 0.08
O 1.53 -1.16 1.35
C 2.10 -0.42 2.42
C 2.54 -1.33 3.55
O 1.59 -1.46 4.59
C 1.40 -0.28 5.35
C 1.83 -0.47 6.80
O 2.26 -2.75 -1.31
C 2.97 -3.21 -0.33
N 3.61 -3.63 0.57
H -1.27 4.82 1.39
H -2.68 4.22 2.25
H -2.94 5.30 0.92
H -2.15 2.38 0.81
H -3.51 3.20 0.10
H -1.89 4.52 -1.34
H -2.20 2.84 -1.74
H -0.06 2.34 -0.27
H 0.29 4.03 -0.53
H 0.85 3.89 -2.64
H -0.45 2.80 -3.08
H 2.06 1.89 -1.68
H 1.82 1.74 -3.41
H 0.01 0.54 -1.28
H -0.27 0.47 -3.00
H 2.43 -0.42 -2.44
H 0.59 -1.00 -4.29
H -0.57 -1.26 -0.30
H 0.01 -4.21 -0.23
H 0.74 -3.22 0.98
H -1.19 -2.52 1.92
H -0.99 -4.77 2.52
H -1.68 -5.38 0.97
H -2.66 -4.51 2.13
H 3.05 -0.64 0.05
H 1.60 0.31 -0.03
H 1.37 0.32 2.75
H 2.97 0.15 2.09
H 2.77 -2.32 3.18
H 3.47 -0.94 3.97
H 1.94 0.57 4.95
H 0.34 -0.05 5.33
H 2.88 -0.19 6.90
H 1.25 0.20 7.44
H 1.66 -1.48 7.15
C -3.82 2.04 -4.91
C -3.20 3.29 -4.51
N -2.70 4.28 -4.20
H -4.28 2.12 -5.89
H -3.08 1.24 -4.95
H -4.58 1.74 -4.19
```

=====

Number 1: LUMO level 0.0167 hartree. Number 2: LUMO level -0.0182 hartree. Number 3: LUMO level 0.0008 hartree. Number 4: LUMO level 0.0309 hartree. Number 5: LUMO level -0.0538 hartree. Number 6: LUMO level 0.0072 hartree. Number 7: LUMO level 0.0730 hartree. Number 8: LUMO level 0.1300 hartree. Number 9: LUMO level 0.0136 hartree.